Entry from OMol25: a 3-piece molecular cluster, C5H14O3 overall (wB97M-V/def2-TZVPD).

Geometry as XYZ:
```
22
Properties=species:S:1:pos:R:3:lowdin_charge:R:1
O -0.297 -2.749 -1.421 0.032
O 1.792 -2.963 0.394 -0.066
O 0.416 4.316 1.578 -0.056
C -1.270 -2.063 -1.214 -0.206
C -0.176 1.141 -1.096 -0.084
C -1.301 -0.871 -0.265 -0.139
C 0.342 0.249 1.227 -0.080
C 0.023 -0.091 -0.224 -0.421
H -0.049 0.878 -2.171 0.092
H 1.169 4.029 1.064 0.023
H -2.156 -0.226 -0.433 0.106
H -2.162 -2.289 -1.826 0.125
H 0.828 -0.716 -0.637 0.119
H 0.210 -0.601 1.910 0.081
H -1.122 1.715 -1.045 0.086
H -0.196 3.567 1.577 0.019
H 0.573 1.906 -0.873 0.066
H -1.690 -1.261 0.714 0.139
H -0.013 1.166 1.708 0.064
H 2.607 -2.668 0.002 0.026
H 1.448 0.424 1.226 0.091
H 1.024 -2.893 -0.196 -0.019
```

E_LUMO: 0.625 eV
orbital gap: 11.01 eV
HOMO level: -10.380 eV
ΔE to the lowest compared entry with this formula, charge and spin: 38.91 kJ/mol
spin multiplicity: 1
SMILES: CC(C)CC=O.O.O



Entry from OMol25: C27H42BiBr2IN4O5S2 as an isolated structure (wB97M-V/def2-TZVPD).

Geometry as XYZ:
```
84
Properties=species:S:1:pos:R:3:lowdin_charge:R:1
Bi -0.055 1.738 -0.894 1.815
I 5.684 2.117 1.937 0.984
Br 0.633 4.302 -0.403 0.348
Br 5.449 2.093 5.437 0.760
S -0.583 -1.222 0.411 0.661
S -2.232 -3.165 -6.944 0.752
O 1.621 1.873 -2.604 -0.345
O 2.080 1.646 0.168 -0.399
O -2.292 2.446 -0.452 -0.344
O -0.864 3.054 -2.707 -0.394
O -0.364 1.875 1.518 -0.378
N -2.488 -2.658 1.594 -0.203
N -0.487 -2.532 2.739 -0.202
N -0.994 -0.031 -2.869 -0.031
N -3.400 -4.043 -4.754 0.097
C -1.400 2.817 1.841 -0.184
C -0.785 -1.533 -4.721 -0.013
C 4.779 -0.707 2.428 -0.176
C -1.225 -2.190 1.662 -0.715
C -0.122 2.927 -3.929 -0.135
C -2.166 -0.597 -2.585 -0.179
C -2.293 3.193 -2.726 -0.130
C 2.972 1.022 -0.773 -0.163
C 1.938 1.140 1.516 -0.169
C -2.860 -3.976 2.112 -0.029
C -0.315 -0.519 -3.914 -0.122
C 4.323 -1.768 4.529 -0.073
C -2.719 -1.621 -3.337 0.000
C 0.901 2.011 2.208 -0.146
C -1.069 -2.712 4.066 -0.034
C 2.955 1.890 -2.020 -0.130
C -3.437 -2.103 0.644 -0.085
C 4.391 -1.826 3.144 -0.092
C 1.357 2.923 -3.570 -0.150
C -2.720 3.538 -1.306 -0.143
C 5.103 0.478 3.084 -0.766
C 0.963 -2.432 2.743 -0.090
C 4.643 -0.595 5.189 -0.119
C -2.580 -3.161 -5.351 -0.840
C -2.603 2.488 0.969 -0.117
C -2.025 -2.101 -4.442 -0.211
C 5.034 0.533 4.472 -0.747
H -3.703 -1.989 -3.075 0.119
H 1.345 -2.486 1.729 0.058
H 4.171 -2.749 2.623 0.110
H -2.250 4.463 -0.969 0.112
H 1.365 -3.263 3.324 0.100
H 3.980 0.993 -0.357 0.082
H -2.116 -2.427 4.064 0.090
H 1.649 3.876 -3.129 0.108
H -3.325 -1.024 0.590 0.050
H -1.034 3.833 1.690 0.084
H 3.206 2.921 -1.764 0.134
H 1.295 -1.499 3.210 0.085
H -2.747 2.258 -3.065 0.133
H -3.468 -4.118 -3.754 0.102
H 3.659 1.502 -2.758 0.152
H -3.546 -3.907 2.957 0.100
H 0.779 1.669 3.238 0.150
H 2.639 -0.002 -0.983 0.144
H 1.617 0.097 1.480 0.074
H -1.699 2.689 2.885 0.151
H -3.284 -2.522 -0.355 0.082
H -0.215 -1.877 -5.572 0.100
H -0.975 -3.740 4.420 0.101
H -1.973 -4.526 2.407 0.094
H -3.801 -4.777 -5.314 0.110
H -0.426 2.019 -4.451 0.119
H -3.407 3.204 1.140 0.149
H 1.203 3.060 2.196 0.116
H -2.701 -0.206 -1.727 0.088
H -0.320 3.791 -4.566 0.154
H -2.574 4.003 -3.401 0.153
H 4.040 -2.640 5.103 0.114
H -0.536 -2.062 4.762 0.099
H -4.442 -2.343 0.987 0.101
H 0.652 -0.071 -4.112 0.110
H 1.945 2.733 -4.470 0.152
H 2.892 1.235 2.034 0.075
H -2.960 1.485 1.203 0.129
H 4.605 -0.543 6.268 0.107
H -3.807 3.620 -1.258 0.149
H 4.870 -0.765 1.351 0.091
H -3.352 -4.528 1.311 0.100
```

E_LUMO: -5.045 eV
total charge: +2
orbital gap: 7.53 eV
HOMO level: -12.575 eV
ΔE to the lowest compared entry with this formula, charge and spin: 43.69 kJ/mol
spin multiplicity: 1



Entry from OMol25: C10H5CeCl2NO3Y as an isolated structure (wB97M-V/def2-TZVPD).

Geometry as XYZ:
```
23
Properties=species:S:1:pos:R:3:mulliken_spin:R:1
Ce -1.182 0.224 -5.777 1.005
Y 0.687 0.277 -2.152 0.000
Cl -0.572 2.000 -3.614 -0.003
Cl -0.540 -1.567 -3.609 -0.003
O 2.218 3.228 -0.843 0.000
O 1.071 -2.170 -6.710 0.000
O 1.292 2.000 -7.503 0.000
N -0.147 0.046 -0.132 0.000
C 0.405 1.422 -7.022 0.001
C -0.439 -0.399 2.399 0.000
C 1.759 2.242 -1.244 0.000
C 0.267 -1.339 -6.607 0.000
C 0.759 -0.754 4.480 0.000
C -0.432 -0.599 5.187 0.000
C -1.645 -0.432 4.508 0.000
C -0.378 -0.148 1.015 0.000
C 0.759 -0.680 3.087 0.000
C -1.665 -0.355 3.110 0.000
H -2.602 -0.248 2.564 0.000
H -0.423 -0.635 6.287 0.000
H 1.705 -0.929 5.000 0.000
H -2.581 -0.361 5.061 0.000
H 1.685 -0.822 2.516 0.000
```

E_LUMO (alpha / beta): -16.872 / -16.818 eV
total charge: +4
expectation value of S²: 0.75
orbital gap (alpha / beta): 2.75 / 2.80 eV
HOMO level (alpha / beta): -19.623 / -19.623 eV
ΔE to the lowest compared entry with this formula, charge and spin: 0.00 kJ/mol
spin multiplicity: 2



Entry from OMol25: C24H48F2N4NiO15S2 as an isolated structure (wB97M-V/def2-TZVPD).

Geometry as XYZ:
```
96
Properties=species:S:1:pos:R:3:mulliken_spin:R:1
Ni -0.914 3.946 3.799 0.997
S -0.333 -0.968 3.876 -0.001
S 1.344 -0.155 2.429 0.000
F 1.363 1.219 1.560 0.000
F -1.337 -0.393 4.931 0.000
O 0.869 -1.061 1.403 0.000
O -1.805 6.007 -4.410 0.000
O 2.966 -7.372 4.402 0.000
O 4.279 -6.280 5.703 0.000
O -8.767 -1.597 4.012 0.000
O 2.730 -0.306 2.937 0.000
O 2.138 6.166 4.646 -0.017
O 5.285 9.647 4.415 0.061
O -1.245 -1.735 3.038 0.000
O 5.548 4.910 -4.181 0.000
O 0.632 -1.672 4.714 0.000
O -0.705 4.521 -5.551 0.000
O 3.726 10.807 2.433 0.344
O 0.872 7.119 2.469 0.117
O 5.321 -6.098 -5.322 0.000
N 3.926 -6.644 4.574 0.000
N -8.481 -2.449 1.214 0.000
N -1.040 5.052 -4.506 0.000
N 0.088 0.475 3.411 0.001
C 6.115 -5.443 -4.337 0.000
C -8.915 -2.885 -0.216 0.000
C 3.489 9.598 2.812 -0.028
C 2.358 9.035 2.234 0.441
C -6.149 -1.697 0.219 0.000
C 5.755 3.538 -3.964 0.000
C 6.478 -8.288 -5.676 0.000
C 4.672 -6.122 3.352 0.000
C 6.028 -6.870 -6.325 0.000
C -0.499 4.448 -3.283 0.000
C 1.900 7.722 2.779 0.015
C 6.276 5.746 -3.377 0.000
C 2.659 7.189 4.125 -0.044
C -7.905 -3.715 1.948 0.000
C 7.143 3.103 -4.482 0.000
C -8.066 -0.797 5.011 0.000
C -9.802 -1.935 1.807 0.000
C 3.846 7.838 4.599 0.143
C -7.317 -1.312 1.113 0.000
C -9.609 -1.053 3.029 0.000
C -8.820 -4.997 2.151 0.000
C 5.835 7.225 -3.731 0.000
C 5.333 -4.441 -3.483 0.000
C 4.248 8.960 3.956 -0.040
H 4.749 -3.661 -3.973 0.000
H 6.041 -3.950 -2.816 0.000
H 1.757 9.573 1.515 0.007
H -10.549 -0.660 3.416 0.000
H 6.133 5.571 -2.311 0.000
H 7.361 5.757 -3.476 0.000
H -6.320 -1.687 -0.858 0.000
H 6.470 -6.193 -3.629 0.000
H 6.871 -8.928 -6.465 0.000
H 5.953 7.587 -4.753 0.000
H -7.546 -3.439 2.939 0.000
H 6.332 7.866 -3.003 0.000
H -10.550 -2.720 1.919 0.000
H -9.737 -4.823 2.714 0.000
H 7.120 -8.096 -4.816 0.000
H -9.209 -0.119 2.634 0.000
H 7.841 3.064 -3.646 0.000
H 5.269 -7.053 -7.086 0.000
H -8.430 -5.924 2.570 0.000
H 4.738 -5.037 3.269 0.000
H -6.880 -1.168 2.101 0.000
H -9.112 -5.281 1.140 0.000
H -5.719 -2.673 0.441 0.000
H 6.881 -6.331 -6.738 0.000
H -9.646 -3.658 0.021 0.000
H 7.615 3.671 -5.284 0.000
H 5.636 -6.627 3.408 0.000
H 4.095 -6.451 2.488 0.000
H 6.981 -4.986 -4.815 0.000
H -10.205 -1.349 0.980 0.000
H -7.852 -1.454 5.855 0.000
H 0.215 3.671 -3.555 0.000
H 4.689 -4.849 -2.704 0.000
H -7.152 -0.249 4.785 0.000
H -1.229 3.918 -2.671 0.000
H 7.064 2.051 -4.753 0.000
H -7.872 -0.407 0.865 0.000
H 4.790 7.386 -3.463 0.000
H -7.075 -4.013 1.308 0.000
H -0.023 5.253 -2.725 0.000
H 5.015 3.013 -4.568 0.000
H -9.331 -2.037 -0.760 0.000
H 5.519 -8.656 -5.312 0.000
H -8.097 -3.360 -0.757 0.000
H -5.249 -1.101 0.370 0.000
H 4.378 7.442 5.451 0.004
H 5.523 3.211 -2.951 0.000
H -8.767 -0.080 5.438 0.000
```

E_LUMO (alpha / beta): -3.388 / -3.352 eV
expectation value of S²: 2.04
orbital gap (alpha / beta): 3.37 / 3.03 eV
HOMO level (alpha / beta): -6.762 / -6.382 eV
spin multiplicity: 3



Entry from OMol25: C37H51GeMoN6OSi3 as an isolated structure (wB97M-V/def2-TZVPD).

Geometry as XYZ:
```
100
Properties=species:S:1:pos:R:3:mulliken_spin:R:1
Mo 0.082 0.115 -0.136 1.590
Ge 2.916 1.190 1.380 -0.072
Si -1.108 -1.816 1.862 0.034
Si -2.967 -1.069 -0.594 -0.009
Si -0.668 -3.258 -0.894 -0.023
O -0.776 -0.169 2.092 -0.089
N -0.692 1.966 -0.282 0.077
N -0.402 1.125 -6.042 0.025
N 0.813 0.058 -4.415 0.031
N 1.835 -1.134 -2.759 0.010
N -0.677 1.809 -3.876 0.073
N 0.325 0.498 -2.142 0.024
C -0.800 0.425 3.370 0.014
C 5.595 2.051 2.012 0.004
C -3.648 0.407 0.432 0.010
C 2.624 -0.518 5.841 -0.001
C 0.984 -0.159 -3.126 0.030
C 1.645 3.897 1.719 0.017
C 2.956 -1.317 4.760 0.000
C 0.339 -2.820 2.612 -0.002
C 2.155 3.215 -0.514 0.059
C -3.030 -0.547 -2.436 0.019
C 7.660 1.381 1.000 0.000
C 1.940 -0.165 0.347 -0.441
C -4.278 -2.449 -0.434 0.005
C 2.367 0.827 5.640 -0.001
C 1.192 -3.637 -0.616 0.013
C 5.581 0.496 0.191 -0.012
C 2.727 0.573 3.271 0.008
C 2.125 2.930 0.848 0.011
C -1.773 3.952 0.514 0.040
C -2.666 -2.288 2.857 0.009
C 1.753 4.450 -0.987 -0.025
C 6.962 0.564 0.128 -0.004
C -2.118 4.338 -0.803 0.107
C 3.021 -0.767 3.494 -0.002
C -1.203 -1.625 -0.032 -0.023
C 2.414 1.367 4.366 -0.010
C 6.973 2.122 1.947 0.001
C -1.720 3.541 -1.838 0.026
C -0.981 2.374 -1.573 0.110
C -0.091 0.998 -4.752 0.017
C -1.004 -3.199 -2.769 0.009
C 1.289 5.413 -0.104 0.011
C 4.887 1.241 1.132 0.025
C -0.443 1.561 -2.590 0.171
C -1.599 -4.735 -0.123 0.003
C -1.092 2.787 0.713 0.138
C 1.219 5.127 1.247 -0.005
H 1.700 -2.852 -0.071 0.002
H -0.158 1.307 3.386 -0.014
H 2.212 2.421 4.241 -0.001
H -3.683 0.309 -2.571 0.001
H 3.329 -1.381 2.657 0.005
H 1.307 -2.452 2.287 0.009
H -1.092 1.802 -6.316 -0.001
H -3.494 -1.614 2.668 -0.002
H 2.528 2.461 -1.205 -0.017
H 1.605 3.694 2.780 0.009
H -1.939 3.762 -2.870 0.007
H -4.263 -2.937 0.533 -0.001
H -2.042 4.571 1.352 0.006
H -4.166 -3.216 -1.193 0.000
H 2.424 -1.506 -3.486 0.001
H 0.028 0.522 -6.719 0.000
H -1.206 -5.665 -0.520 0.001
H 1.310 -4.552 -0.045 0.000
H 0.271 -3.871 2.351 -0.001
H -2.660 -4.719 -0.335 0.000
H 5.038 -0.142 -0.498 0.000
H 0.991 6.385 -0.469 0.006
H -1.823 0.718 3.621 0.000
H -2.874 1.088 0.781 0.000
H 2.152 -1.114 -1.799 -0.001
H -2.064 -0.287 -2.856 -0.010
H 7.508 2.747 2.644 0.000
H -2.663 5.251 -0.977 0.001
H 1.819 4.672 -2.041 -0.004
H -0.643 -2.285 -3.230 -0.002
H -3.435 -1.351 -3.038 0.000
H -4.346 0.988 -0.165 0.001
H 2.526 -1.088 0.345 0.034
H 0.321 -2.754 3.698 0.000
H 2.578 -0.943 6.832 0.000
H 8.738 1.432 0.951 0.000
H -2.993 -3.294 2.618 0.000
H -2.063 -3.283 -2.979 0.000
H 3.172 -2.365 4.902 0.000
H 0.849 5.865 1.943 0.000
H -4.190 0.057 1.305 0.001
H -5.265 -2.017 -0.568 0.000
H -0.814 2.472 1.713 -0.037
H -0.511 -4.031 -3.258 0.001
H 2.144 1.464 6.482 0.000
H 5.053 2.626 2.753 0.000
H -2.465 -2.262 3.925 0.000
H 1.708 -3.780 -1.559 0.003
H -1.483 -4.768 0.956 -0.001
H -0.433 -0.275 4.122 0.004
H 7.492 -0.032 -0.599 0.000
```

E_LUMO (alpha / beta): -3.591 / -3.701 eV
total charge: +1
expectation value of S²: 2.15
orbital gap (alpha / beta): 5.16 / 7.53 eV
HOMO level (alpha / beta): -8.747 / -11.234 eV
ΔE to the lowest compared entry with this formula, charge and spin: 0.00 kJ/mol
spin multiplicity: 3



Entry from OMol25: a 3-piece molecular cluster, C25H43ClF5N6O4 overall (wB97M-V/def2-TZVPD).

Geometry as XYZ:
```
84
Properties=species:S:1:pos:R:3:lowdin_charge:R:1
Cl 2.086 -2.125 -0.088 0.644
F 0.085 1.231 -2.685 0.042
F -4.677 -2.052 -0.883 0.076
F -3.106 -3.256 -2.083 0.065
F -3.674 -3.929 0.069 0.054
F -1.193 2.474 -1.297 0.038
O -8.234 -5.823 5.033 -0.195
O 5.575 8.332 -1.965 -0.197
O 5.863 3.935 -2.867 -0.186
O -3.854 -6.066 4.032 -0.184
N 2.773 0.459 -0.781 -0.017
N -6.487 -4.825 2.796 -0.048
N 4.156 6.425 -3.809 -0.047
N 3.269 2.604 0.187 0.142
N 4.071 0.504 -0.326 0.080
N 1.035 2.192 -0.658 0.174
C 3.889 4.992 -3.952 -0.191
C -1.761 -0.675 -1.050 0.073
C 2.285 1.756 -0.447 -0.229
C 6.452 8.799 -2.977 -0.110
C -0.731 -1.082 1.883 -0.034
C -1.793 -2.013 1.255 0.033
C -4.770 -6.332 5.083 -0.094
C -0.699 0.280 -0.463 -0.086
C 3.400 -1.315 -2.443 -0.219
C 4.444 4.046 -2.874 -0.242
C -8.210 -4.586 5.725 -0.115
C 6.538 4.975 -2.175 -0.092
C 4.433 1.755 0.269 0.049
C -7.442 -5.932 2.727 -0.205
C -0.098 1.522 -1.288 -0.356
C -0.185 0.094 1.009 -0.021
C -5.195 -5.111 2.167 -0.211
C 3.618 7.011 -2.581 -0.209
C 4.193 8.405 -2.328 -0.202
C -3.467 -2.798 -0.778 -0.357
C -4.368 -6.283 2.722 -0.215
C 4.299 -2.525 -1.900 -0.177
C -8.629 -5.706 3.663 -0.203
C -2.331 -1.833 -0.198 -0.030
C 2.274 -0.782 -1.368 -0.518
H -7.357 -3.976 5.419 0.070
H 4.016 -0.393 -2.774 0.120
H 7.448 8.901 -2.538 0.093
H -5.330 -5.426 5.327 0.068
H 3.857 6.397 -1.707 0.095
H -7.807 -6.030 1.700 0.123
H 5.159 6.563 -3.832 0.066
H 4.779 -2.353 -0.881 0.057
H 4.322 4.692 -4.912 0.123
H 2.528 7.081 -2.662 0.122
H -8.106 -4.799 6.792 0.092
H 6.521 8.088 -3.804 0.072
H -5.352 -5.264 1.094 0.109
H -5.452 -7.151 4.845 0.091
H 7.491 4.584 -1.817 0.089
H -9.131 -4.754 3.462 0.121
H -2.236 -2.874 1.871 0.113
H 6.142 9.778 -3.353 0.091
H -4.895 -7.241 2.663 0.112
H 5.458 1.959 0.720 0.168
H 4.027 9.075 -3.177 0.124
H 5.177 -2.637 -2.647 0.097
H 1.298 -0.762 -1.933 0.111
H 4.066 4.275 -1.871 0.083
H -0.343 -1.230 2.941 0.107
H -9.359 -6.503 3.489 0.122
H 0.572 0.786 1.504 0.101
H -3.490 -6.389 2.076 0.118
H -9.140 -4.028 5.576 0.089
H -2.121 -0.466 -2.118 0.136
H 3.676 8.837 -1.464 0.122
H 4.786 -0.233 -0.337 0.163
H -6.976 -6.879 3.016 0.099
H 4.073 3.041 -3.108 0.107
H 2.829 -1.650 -3.385 0.129
H 0.875 3.176 -0.355 0.198
H 5.970 5.343 -1.316 0.089
H -4.199 -6.604 5.971 0.089
H -4.594 -4.202 2.270 0.099
H 3.730 -3.525 -1.975 0.089
H -6.320 -4.589 3.767 0.063
H 6.766 5.793 -2.861 0.073
H 2.807 4.842 -4.034 0.116
```

E_LUMO: -4.073 eV
total charge: +1
orbital gap: 5.92 eV
HOMO level: -9.988 eV
spin multiplicity: 1



Entry from OMol25: the molecule C7H10N2O6 (wB97M-V/def2-TZVPD).

Geometry as XYZ:
```
25
Properties=species:S:1:pos:R:3:lowdin_charge:R:1
O 0.706 3.102 -0.744 0.166
O -0.704 1.033 1.937 -0.014
O 0.779 0.885 -0.754 0.137
O 0.741 -0.591 2.385 0.020
O -0.560 -0.417 -1.858 0.183
O -0.019 -2.525 -2.154 0.211
N -0.225 -0.094 1.800 -0.473
N -0.797 -0.670 0.752 0.069
C 1.205 2.113 -0.337 -0.533
C -0.791 -3.141 0.417 -0.023
C -1.604 1.560 -1.140 0.035
C 2.282 1.988 0.635 0.008
C -0.216 -1.789 0.099 -0.340
C -0.244 -1.668 -1.392 -0.387
C -0.491 0.700 -1.206 -0.260
H -1.887 1.821 -0.054 0.152
H 0.835 -1.817 0.366 0.155
H 2.991 2.935 0.552 0.139
H -2.539 1.335 -1.605 0.102
H -0.169 -3.746 -0.171 0.060
H -1.446 2.550 -1.639 0.127
H 1.855 1.978 1.684 0.106
H -0.762 -3.185 1.603 0.140
H 2.885 0.961 0.639 0.140
H -1.825 -3.317 0.185 0.080
```

E_LUMO: -1.290 eV
orbital gap: 7.79 eV
HOMO level: -9.081 eV
ΔE to the lowest compared entry with this formula, charge and spin: 345.60 kJ/mol
spin multiplicity: 1